DFT (the ωB97M-V functional and the def2-TZVPD basis) results for 2 unconnected molecules or ions with the total composition C4H9NO3 at a distorted geometry.

- net charge = 0
- lowest unoccupied orbital energy (Ha) = 0.0237
- SMILES = O=C(O)NO.C=CC
- electronic energy (eV) = -11924.416
- E_HOMO (eV) = -10.048
- 2S+1 = 1
- relative energy (zero: lowest compared OMol25 entry of this formula, charge and spin) (kcal/mol) = 72.1
- frontier orbital gap (Ha) = 0.3929

```
17
C4H9NO3, DFT the ωB97M-V functional and the def2-TZVPD basis
O -0.62 2.86 0.05
C -1.12 1.82 -0.34
O -1.89 1.64 -1.40
N -1.10 0.82 0.59
O -1.99 -0.25 0.49
H -2.34 0.77 -1.32
H -0.83 1.35 1.48
H -1.43 -1.04 0.31
C 0.42 -1.99 0.06
C 1.01 -0.93 -0.47
C 1.95 -0.02 0.25
H -0.15 -2.68 -0.54
H 0.54 -2.24 1.11
H 0.93 -0.75 -1.54
H 1.67 1.02 0.11
H 1.98 -0.25 1.31
H 2.96 -0.13 -0.16
```

DFT (the ωB97M-V functional and the def2-TZVPD basis) results for 11 unconnected molecules or ions with the total composition H23O11S2 at a distorted geometry.

- net charge = +1
- lowest unoccupied orbital energy (Ha) = -0.1863
- electronic energy (eV) = -44557.469
- E_HOMO (eV) = -12.972
- 2S+1 = 1
- frontier orbital gap (Ha) = 0.2904

```
36
H23O11S2, DFT the ωB97M-V functional and the def2-TZVPD basis
O 2.25 0.23 -1.22
S 1.27 1.24 -1.96
S -0.57 0.37 -2.04
H 2.01 -0.68 -1.49
H 1.11 2.22 -1.03
H -0.66 -0.16 -0.80
O -0.66 -1.78 -5.03
H -1.13 -2.56 -4.74
H -0.85 -1.11 -4.37
O -0.91 0.50 1.14
H -0.82 1.46 1.05
H -0.48 0.32 1.99
O -1.97 -0.91 3.51
H -2.02 -0.95 2.55
H -2.63 -1.56 3.80
O 1.74 1.89 1.19
H 2.33 1.21 0.84
H 2.33 2.63 1.38
O -0.10 2.21 -4.95
H -0.25 1.72 -4.13
H 0.72 1.85 -5.30
O 2.73 0.92 -4.76
H 2.63 0.43 -3.95
H 3.57 0.61 -5.12
O -2.71 -1.99 6.10
H -2.61 -1.04 6.00
H -2.26 -2.19 6.92
O -2.62 -3.66 3.19
H -2.77 -4.09 4.03
H -1.78 -4.01 2.88
O 0.18 -2.26 5.90
H -0.22 -2.13 5.03
H 1.02 -1.79 5.88
O 1.26 4.51 -3.83
H 0.82 3.81 -4.34
H 2.06 4.72 -4.32
```

DFT (the ωB97M-V functional and the def2-TZVPD basis) results for a molecular structure, C18H15Cl2N4O3Pd at a distorted geometry.

- net charge = +2
- lowest unoccupied orbital energy (spin up / spin down) (Ha) = -0.3503 / -0.3475
- electronic energy (eV) = -59517.782
- E_HOMO (spin up / spin down) (eV) = -14.539 / -14.600
- 2S+1 = 2
- relative energy (zero: lowest compared OMol25 entry of this formula, charge and spin) (kcal/mol) = 64.1
- <S²> = 0.77
- frontier orbital gap (spin up / spin down) (Ha) = 0.1840 / 0.1890

```
43
C18H15Cl2N4O3Pd, DFT the ωB97M-V functional and the def2-TZVPD basis
Pd 0.39 -0.01 -0.54
O -1.46 2.15 -3.59
C -0.94 1.83 -2.54
N -0.77 0.54 -2.20
C -1.22 -0.33 -3.12
O -1.74 0.03 -4.17
C -1.07 -1.76 -2.72
C -1.61 -2.78 -3.44
C -1.52 -4.07 -2.92
C -0.89 -4.26 -1.72
C -0.35 -3.15 -1.06
N -0.43 -1.93 -1.57
C -0.49 2.82 -1.49
C -0.65 4.16 -1.66
C -0.24 5.01 -0.63
C 0.27 4.46 0.51
C 0.40 3.07 0.58
N 0.03 2.27 -0.42
H -2.10 -2.56 -4.38
H -1.94 -4.91 -3.46
H -0.82 -5.24 -1.27
H 0.17 -3.25 -0.12
H -1.09 4.52 -2.58
H -0.33 6.09 -0.72
H 0.58 5.08 1.35
H 0.80 2.60 1.46
O -0.12 -1.23 1.20
N -0.03 -1.19 2.55
C -1.16 -1.02 3.27
C -1.13 -1.05 4.64
C 0.08 -1.24 5.30
C 1.23 -1.41 4.54
C 1.16 -1.38 3.17
H -2.06 -0.88 2.68
H -2.05 -0.93 5.19
H 0.12 -1.28 6.38
H 2.19 -1.57 5.01
H 2.00 -1.54 2.52
Cl 2.71 0.58 0.73
C 3.51 0.95 -0.83
Cl 2.46 0.40 -2.17
H 4.44 0.41 -0.88
H 3.66 2.01 -0.91
```

DFT (the ωB97M-V functional and the def2-TZVPD basis) results for a molecular structure, CHCl2OPS at a distorted geometry.

- net charge = 0
- lowest unoccupied orbital energy (Ha) = -0.0593
- electronic energy (eV) = -48270.405
- E_HOMO (eV) = -9.538
- 2S+1 = 1
- relative energy (zero: lowest compared OMol25 entry of this formula, charge and spin) (kcal/mol) = 10.6
- frontier orbital gap (Ha) = 0.2912

```
7
CHCl2OPS, DFT the ωB97M-V functional and the def2-TZVPD basis
C 0.27 0.59 0.91
O -1.62 -0.91 -0.42
P -0.18 -0.51 -0.47
S -1.01 1.25 1.61
Cl 0.17 0.60 -2.04
Cl 1.03 -2.13 -0.53
H 1.33 1.11 0.96
```

DFT (the ωB97M-V functional and the def2-TZVPD basis) results for a molecular structure, C22H40BCaCl3F3N7NaO11S3 at a distorted geometry.

- net charge = +1
- lowest unoccupied orbital energy (Ha) = -0.2242
- electronic energy (eV) = -158149.240
- E_HOMO (eV) = -9.133
- 2S+1 = 1
- frontier orbital gap (Ha) = 0.1114

```
92
C22H40BCaCl3F3N7NaO11S3, DFT the ωB97M-V functional and the def2-TZVPD basis
C 6.38 -1.60 3.04
C 5.46 -0.42 2.38
C 6.11 1.09 2.46
C 5.23 2.23 1.62
C 3.64 1.76 1.44
C 3.22 0.84 0.14
C 1.69 0.29 -0.10
N 1.42 -0.55 -1.34
C 0.53 0.69 1.03
O -0.83 0.20 0.79
B -1.36 -0.57 1.94
O -2.85 -0.59 2.12
O -0.57 -1.27 2.97
C 1.03 1.65 2.27
N 0.17 2.19 3.39
S 1.07 3.18 4.52
N 2.69 3.09 3.82
C 2.55 2.24 2.57
H 5.81 -2.63 2.88
H 7.45 -1.70 2.54
H 6.48 -1.50 4.23
H 5.34 -0.68 1.22
H 4.39 -0.50 2.89
H 7.17 1.06 1.93
H 6.15 1.45 3.57
H 5.24 3.21 2.29
H 5.72 2.51 0.59
H 4.11 0.57 -0.61
H 0.79 -1.34 -1.05
H 2.34 -0.99 -1.62
H -3.02 0.28 2.61
H -0.75 -0.81 3.86
Cl 5.48 2.99 -1.24
O 8.91 0.16 4.53
H 9.74 -0.36 4.42
H 8.89 0.95 3.93
H 8.77 0.42 5.48
Na 4.58 0.51 4.23
C -1.35 2.64 -1.41
C -1.53 3.94 -2.17
O -1.13 4.98 -1.56
O -2.05 3.83 -3.31
H -0.89 2.81 -0.43
H -2.32 2.16 -1.26
H -0.70 1.96 -1.98
F 3.68 -1.90 -0.65
C -4.17 -3.36 1.31
C -2.76 -3.91 1.35
N -2.69 -5.37 1.52
C -1.53 -6.12 1.41
C -1.86 -7.41 1.70
N -3.22 -7.43 1.96
C -3.71 -6.19 1.82
C -4.01 -8.59 2.32
H -4.71 -3.60 2.22
H -4.15 -2.27 1.20
H -4.72 -3.78 0.46
H -2.21 -3.47 2.20
H -2.22 -3.65 0.43
H -0.61 -5.63 1.16
H -1.30 -8.33 1.77
H -4.75 -5.91 1.95
H -4.78 -8.75 1.57
H -4.47 -8.41 3.30
H -3.37 -9.48 2.39
C 1.20 6.49 -3.02
Cl 2.91 6.03 -2.99
Cl 1.02 8.24 -3.25
H 0.71 5.97 -3.84
H 0.74 6.21 -2.07
Ca -2.28 2.02 1.13
N -5.53 -8.38 -2.71
S -4.76 -9.67 -3.18
O -4.54 -10.72 -2.19
O -3.73 -9.51 -4.19
F -5.92 -10.36 -4.06
S -4.65 -7.51 -1.74
O -5.41 -6.49 -1.02
O -3.34 -7.07 -2.20
F -4.28 -8.51 -0.55
C -1.83 9.88 -4.26
C -3.07 10.55 -4.78
O -3.56 11.53 -4.22
N -3.65 10.04 -5.90
C -3.23 8.91 -6.69
H -1.48 10.39 -3.36
H -2.05 8.84 -3.99
H -1.03 9.92 -5.01
H -4.48 10.54 -6.19
H -3.04 9.25 -7.71
H -4.05 8.18 -6.70
H -2.33 8.43 -6.30
```

DFT (the ωB97M-V functional and the def2-TZVPD basis) results for 2 unconnected molecules or ions with the total composition C38H32F4N at a distorted geometry.

- net charge = +1
- lowest unoccupied orbital energy (Ha) = -0.2318
- electronic energy (eV) = -52276.328
- E_HOMO (eV) = -10.866
- 2S+1 = 1
- frontier orbital gap (Ha) = 0.1676

```
75
C38H32F4N, DFT the ωB97M-V functional and the def2-TZVPD basis
F -4.09 7.06 -0.70
C -4.14 5.69 -0.59
C -5.39 5.06 -0.63
C -5.38 3.66 -0.52
F -6.60 3.01 -0.52
C -4.23 2.92 -0.38
C -2.95 3.56 -0.36
C -1.77 2.77 -0.28
C -0.48 3.29 -0.40
C 0.73 2.60 -0.21
C 1.91 3.41 0.01
C 2.91 3.13 0.99
C 3.96 4.02 1.18
F 4.89 3.76 2.16
C 4.10 5.21 0.45
C 3.10 5.48 -0.47
F 3.14 6.68 -1.15
C 2.06 4.60 -0.74
C -2.94 5.00 -0.43
H -6.30 5.62 -0.77
H -4.26 1.83 -0.30
H -1.90 1.69 -0.15
H -0.44 4.36 -0.68
H 0.78 1.51 -0.12
H 2.82 2.22 1.60
H 4.92 5.89 0.62
H 1.33 4.83 -1.53
H -2.00 5.54 -0.36
C -3.50 -0.51 0.78
C -2.45 -0.29 1.67
C -1.26 -1.02 1.54
C -1.07 -1.87 0.45
C 0.27 -2.57 0.17
C 1.31 -2.22 1.24
C 1.78 -3.13 2.20
C 2.89 -2.78 3.00
C 3.50 -1.54 2.85
C 2.98 -0.59 1.96
C 1.81 -0.91 1.25
C 0.04 -4.12 0.15
C -1.06 -4.73 0.78
C -1.18 -6.13 0.86
C -0.17 -6.94 0.33
C 0.92 -6.35 -0.31
C 1.02 -4.96 -0.40
C 0.85 -2.06 -1.22
C 0.01 -1.07 -2.08
C 1.01 -0.68 -3.19
C 2.38 -1.20 -2.72
N 2.10 -1.36 -1.27
C -2.18 -2.16 -0.38
C -3.38 -1.46 -0.23
H -4.43 0.06 0.90
H -2.54 0.43 2.49
H -0.48 -0.89 2.30
H 1.30 -4.11 2.31
H 3.24 -3.50 3.75
H 4.37 -1.29 3.45
H 3.48 0.36 1.77
H 1.30 -0.14 0.67
H -1.86 -4.12 1.22
H -2.06 -6.56 1.35
H -0.26 -8.02 0.41
H 1.71 -6.98 -0.73
H 1.88 -4.52 -0.91
H 0.90 -3.01 -1.82
H -0.92 -1.52 -2.42
H -0.20 -0.19 -1.45
H 0.70 -1.12 -4.14
H 1.04 0.41 -3.29
H 2.56 -2.19 -3.23
H 3.25 -0.55 -2.88
H 2.92 -1.74 -0.78
H -2.11 -2.94 -1.14
H -4.21 -1.65 -0.92
```

Look up the net charge of the fifth one. +1

Repeat the fifth record exactly.
DFT (the ωB97M-V functional and the def2-TZVPD basis) results for a molecular structure, C22H40BCaCl3F3N7NaO11S3 at a distorted geometry.

- net charge = +1
- lowest unoccupied orbital energy (Ha) = -0.2242
- electronic energy (eV) = -158149.240
- E_HOMO (eV) = -9.133
- 2S+1 = 1
- frontier orbital gap (Ha) = 0.1114

```
92
C22H40BCaCl3F3N7NaO11S3, DFT the ωB97M-V functional and the def2-TZVPD basis
C 6.38 -1.60 3.04
C 5.46 -0.42 2.38
C 6.11 1.09 2.46
C 5.23 2.23 1.62
C 3.64 1.76 1.44
C 3.22 0.84 0.14
C 1.69 0.29 -0.10
N 1.42 -0.55 -1.34
C 0.53 0.69 1.03
O -0.83 0.20 0.79
B -1.36 -0.57 1.94
O -2.85 -0.59 2.12
O -0.57 -1.27 2.97
C 1.03 1.65 2.27
N 0.17 2.19 3.39
S 1.07 3.18 4.52
N 2.69 3.09 3.82
C 2.55 2.24 2.57
H 5.81 -2.63 2.88
H 7.45 -1.70 2.54
H 6.48 -1.50 4.23
H 5.34 -0.68 1.22
H 4.39 -0.50 2.89
H 7.17 1.06 1.93
H 6.15 1.45 3.57
H 5.24 3.21 2.29
H 5.72 2.51 0.59
H 4.11 0.57 -0.61
H 0.79 -1.34 -1.05
H 2.34 -0.99 -1.62
H -3.02 0.28 2.61
H -0.75 -0.81 3.86
Cl 5.48 2.99 -1.24
O 8.91 0.16 4.53
H 9.74 -0.36 4.42
H 8.89 0.95 3.93
H 8.77 0.42 5.48
Na 4.58 0.51 4.23
C -1.35 2.64 -1.41
C -1.53 3.94 -2.17
O -1.13 4.98 -1.56
O -2.05 3.83 -3.31
H -0.89 2.81 -0.43
H -2.32 2.16 -1.26
H -0.70 1.96 -1.98
F 3.68 -1.90 -0.65
C -4.17 -3.36 1.31
C -2.76 -3.91 1.35
N -2.69 -5.37 1.52
C -1.53 -6.12 1.41
C -1.86 -7.41 1.70
N -3.22 -7.43 1.96
C -3.71 -6.19 1.82
C -4.01 -8.59 2.32
H -4.71 -3.60 2.22
H -4.15 -2.27 1.20
H -4.72 -3.78 0.46
H -2.21 -3.47 2.20
H -2.22 -3.65 0.43
H -0.61 -5.63 1.16
H -1.30 -8.33 1.77
H -4.75 -5.91 1.95
H -4.78 -8.75 1.57
H -4.47 -8.41 3.30
H -3.37 -9.48 2.39
C 1.20 6.49 -3.02
Cl 2.91 6.03 -2.99
Cl 1.02 8.24 -3.25
H 0.71 5.97 -3.84
H 0.74 6.21 -2.07
Ca -2.28 2.02 1.13
N -5.53 -8.38 -2.71
S -4.76 -9.67 -3.18
O -4.54 -10.72 -2.19
O -3.73 -9.51 -4.19
F -5.92 -10.36 -4.06
S -4.65 -7.51 -1.74
O -5.41 -6.49 -1.02
O -3.34 -7.07 -2.20
F -4.28 -8.51 -0.55
C -1.83 9.88 -4.26
C -3.07 10.55 -4.78
O -3.56 11.53 -4.22
N -3.65 10.04 -5.90
C -3.23 8.91 -6.69
H -1.48 10.39 -3.36
H -2.05 8.84 -3.99
H -1.03 9.92 -5.01
H -4.48 10.54 -6.19
H -3.04 9.25 -7.71
H -4.05 8.18 -6.70
H -2.33 8.43 -6.30
```

What is the electronic energy in the fifth record? -158149.240 eV

Please write out number 2 again, unchanged.
DFT (the ωB97M-V functional and the def2-TZVPD basis) results for 11 unconnected molecules or ions with the total composition H23O11S2 at a distorted geometry.

- net charge = +1
- lowest unoccupied orbital energy (Ha) = -0.1863
- electronic energy (eV) = -44557.469
- E_HOMO (eV) = -12.972
- 2S+1 = 1
- frontier orbital gap (Ha) = 0.2904

```
36
H23O11S2, DFT the ωB97M-V functional and the def2-TZVPD basis
O 2.25 0.23 -1.22
S 1.27 1.24 -1.96
S -0.57 0.37 -2.04
H 2.01 -0.68 -1.49
H 1.11 2.22 -1.03
H -0.66 -0.16 -0.80
O -0.66 -1.78 -5.03
H -1.13 -2.56 -4.74
H -0.85 -1.11 -4.37
O -0.91 0.50 1.14
H -0.82 1.46 1.05
H -0.48 0.32 1.99
O -1.97 -0.91 3.51
H -2.02 -0.95 2.55
H -2.63 -1.56 3.80
O 1.74 1.89 1.19
H 2.33 1.21 0.84
H 2.33 2.63 1.38
O -0.10 2.21 -4.95
H -0.25 1.72 -4.13
H 0.72 1.85 -5.30
O 2.73 0.92 -4.76
H 2.63 0.43 -3.95
H 3.57 0.61 -5.12
O -2.71 -1.99 6.10
H -2.61 -1.04 6.00
H -2.26 -2.19 6.92
O -2.62 -3.66 3.19
H -2.77 -4.09 4.03
H -1.78 -4.01 2.88
O 0.18 -2.26 5.90
H -0.22 -2.13 5.03
H 1.02 -1.79 5.88
O 1.26 4.51 -3.83
H 0.82 3.81 -4.34
H 2.06 4.72 -4.32
```